# 1
C27H59BNO10S | the ωB97M-V functional and the def2-TZVPD basis

Summary:
E_LUMO (eV): -5.36
Energy (Eh): -2293.6892
E_HOMO (eV): -11.5
Charge: +1
Gap between HOMO and LUMO (eV): 6.2
Energy relative to the best compared isomer or geometry (same formula, charge and spin) (kJ/mol): 1199.22

```
99
Properties=species:S:1:pos:R:3:forces:R:3:mulliken_charge:R:1
C 6.337 -0.385 -1.581 0.76 0.71 0.29 -0.810
C 5.926 1.228 -1.736 -1.30 -0.99 1.49 -0.416
C 4.374 1.359 -2.337 0.16 0.18 -0.13 -0.654
C 3.291 1.837 -1.160 -0.52 -0.58 -0.41 0.510
C 3.281 0.787 0.141 -1.16 -0.50 -0.77 -0.947
C 1.719 1.802 -1.730 -2.69 0.67 -0.79 -0.095
C 1.242 0.957 -3.057 -1.47 1.90 2.32 -0.441
N -0.214 0.930 -3.498 1.60 3.61 5.45 0.457
O -0.562 0.214 -4.595 -0.35 -1.34 0.74 -0.364
C -1.303 1.687 -2.729 3.18 0.65 1.49 -0.165
B -2.883 1.568 -3.243 -3.55 0.19 -1.68 0.651
O -3.340 2.170 -4.538 0.03 -2.51 3.85 -0.469
O -3.943 0.852 -2.455 4.04 0.33 -1.66 -0.370
C -3.418 -0.404 -1.893 -0.52 -1.59 1.12 -0.511
C -0.954 2.622 -1.392 3.24 -2.75 -1.44 -0.437
S -2.363 3.512 -0.532 0.98 -1.47 -0.19 -0.123
C 0.602 2.691 -0.869 -1.54 -1.94 -3.53 0.615
C 0.966 3.614 0.446 -1.25 -0.32 6.18 0.114
O 0.661 3.208 1.684 2.14 2.23 -8.72 -0.421
O 1.620 4.958 0.318 -3.17 -2.89 -1.45 -0.457
H 5.437 -1.106 -1.781 1.87 1.48 0.19 0.152
H 6.735 -0.605 -0.478 -0.83 0.55 -2.41 0.244
H 7.223 -0.575 -2.326 -1.97 -0.03 1.48 0.241
H 6.714 1.831 -2.358 -1.72 -1.18 1.28 0.403
H 5.840 1.618 -0.611 0.52 -0.38 -2.60 0.196
H 4.404 2.128 -3.237 -0.42 -1.56 1.89 0.292
H 4.020 0.295 -2.743 0.84 2.30 0.85 0.170
H 3.485 2.944 -0.791 -0.36 -2.29 -0.91 0.410
H 2.403 0.014 -0.097 1.93 1.54 0.71 0.326
H 2.988 1.348 1.128 0.79 -1.14 -1.91 0.272
H 4.257 0.146 0.220 -1.75 1.59 -0.07 0.318
H 2.004 0.340 -3.715 -1.91 1.47 1.48 0.356
H -0.801 -0.696 -4.239 0.36 1.23 -0.75 0.393
H -4.285 1.826 -4.686 1.89 0.83 0.37 0.347
H -3.145 -0.299 -0.746 -0.37 0.00 -2.43 0.235
H -2.499 -0.846 -2.493 -1.82 0.94 1.21 0.106
H -4.291 -1.219 -1.927 1.94 1.89 -0.14 0.260
H -2.744 2.634 0.531 0.91 0.70 -1.45 0.247
H 1.033 5.535 -0.287 1.28 -1.36 1.05 0.355
C -6.721 -0.778 1.045 0.11 -0.07 0.38 -1.079
C -7.526 0.467 0.708 -0.04 -0.46 -0.60 0.353
C -8.607 0.167 -0.318 -0.27 -0.04 0.00 -0.893
O -6.652 1.469 0.194 0.45 0.33 -0.04 -0.514
H -6.216 -1.171 0.156 -0.17 0.00 -0.07 0.150
H -5.939 -0.545 1.776 -0.15 -0.02 -0.02 0.303
H -7.363 -1.563 1.458 0.10 0.06 -0.07 0.371
H -7.984 0.867 1.619 0.18 0.10 -0.17 0.294
H -8.168 -0.193 -1.256 0.14 -0.03 0.07 0.320
H -9.170 1.074 -0.561 0.05 -0.11 0.11 0.298
H -9.305 -0.590 0.053 0.19 0.27 -0.16 0.177
H -6.241 1.122 -0.615 -0.28 0.13 0.30 0.289
C 2.522 7.885 3.149 0.12 0.33 -0.10 -1.179
C 3.319 6.753 3.781 -0.66 -0.12 0.05 0.299
C 2.821 5.396 3.310 0.27 -0.28 -0.09 -0.898
O 3.207 6.832 5.199 0.04 0.02 0.18 -0.555
H 1.464 7.820 3.425 0.07 -0.14 -0.06 0.318
H 2.883 8.855 3.507 0.01 -0.17 -0.09 0.328
H 2.601 7.862 2.058 -0.04 0.03 0.08 0.300
H 4.379 6.865 3.529 -0.10 0.02 0.26 0.292
H 1.773 5.243 3.592 0.04 0.12 -0.13 0.329
H 3.395 4.591 3.782 -0.01 0.15 -0.05 0.324
H 2.909 5.298 2.223 -0.04 0.01 0.24 0.076
H 2.269 6.734 5.432 0.42 0.04 -0.13 0.353
C 8.050 -4.652 -3.493 0.37 0.06 -0.04 -1.443
C 7.168 -3.834 -2.564 -0.28 -0.64 -0.32 0.573
C 6.109 -4.700 -1.900 -0.02 -0.04 0.32 -1.147
O 6.532 -2.798 -3.308 -0.25 0.23 -0.33 -0.520
H 7.459 -5.105 -4.297 -0.05 -0.04 0.16 0.348
H 8.800 -4.014 -3.973 -0.08 -0.08 0.14 0.359
H 8.566 -5.449 -2.948 -0.07 0.07 -0.10 0.377
H 7.786 -3.355 -1.797 -0.15 0.14 -0.17 0.232
H 5.449 -5.154 -2.648 0.15 -0.02 -0.06 0.371
H 5.474 -4.095 -1.244 0.14 -0.05 0.00 0.233
H 6.567 -5.498 -1.307 -0.13 0.10 -0.02 0.292
H 5.981 -3.213 -3.991 0.34 0.06 0.29 0.316
C -12.552 -0.515 2.957 0.08 0.25 0.26 -1.353
C -12.136 -0.392 1.500 -0.45 -0.51 0.22 0.500
C -13.184 -0.986 0.572 -0.08 0.13 -0.33 -1.311
O -10.895 -1.065 1.304 0.17 -0.27 0.11 -0.528
H -12.671 -1.567 3.243 -0.10 0.06 -0.13 0.350
H -11.783 -0.095 3.614 -0.13 0.01 -0.12 0.323
H -13.496 0.006 3.144 0.10 -0.09 0.01 0.386
H -11.979 0.663 1.250 0.20 -0.19 -0.02 0.250
H -13.325 -2.054 0.773 -0.03 0.11 0.13 0.334
H -12.865 -0.901 -0.472 -0.05 0.07 0.15 0.320
H -14.146 -0.478 0.687 0.09 -0.10 -0.02 0.382
H -11.025 -2.003 1.524 -0.03 0.40 -0.06 0.291
C 6.728 -4.800 3.119 0.07 0.36 -0.02 -1.315
C 5.924 -5.610 2.114 0.31 -0.37 0.56 0.581
C 5.080 -6.669 2.805 -0.34 -0.11 -0.10 -1.366
O 6.813 -6.239 1.196 0.15 -0.07 -0.24 -0.519
H 7.418 -5.443 3.678 -0.17 -0.03 0.00 0.348
H 7.340 -4.050 2.608 -0.14 -0.07 0.05 0.318
H 6.071 -4.290 3.831 0.11 -0.06 -0.03 0.365
H 5.276 -4.941 1.537 0.18 -0.14 -0.13 0.220
H 5.711 -7.378 3.352 0.01 0.17 0.03 0.351
H 4.516 -7.252 2.068 0.05 0.15 0.09 0.334
H 4.374 -6.215 3.507 0.08 -0.09 -0.04 0.368
H 7.393 -6.835 1.699 -0.27 0.27 -0.19 0.335
```
Positions in Å, forces in eV/Å.

# 2
C27H59N2O11PS5 | the ωB97M-V functional and the def2-TZVPD basis

Summary:
E_LUMO (eV): 0.29
Energy (Eh): -4333.5223
E_HOMO (eV): -7.5
Charge: 0
Gap between HOMO and LUMO (eV): 7.7
Energy relative to the best compared isomer or geometry (same formula, charge and spin) (kJ/mol): 0.00

```
105
Properties=species:S:1:pos:R:3:forces:R:3:mulliken_charge:R:1
C 3.383 1.237 1.344 -0.74 -0.03 -0.77 -1.327
C 3.085 0.524 -0.022 0.44 0.11 1.27 0.026
C 2.259 -0.770 0.291 0.95 -0.13 -1.28 -0.836
C 1.318 -1.111 -0.908 0.58 -1.03 0.50 -0.528
N -0.117 -1.133 -0.544 -0.49 1.67 -0.85 -0.080
P -0.591 0.307 0.354 0.59 -0.26 1.23 -0.234
C -2.362 -0.033 0.908 -0.16 0.01 0.02 -0.411
N -2.425 -1.249 1.753 0.23 0.29 -0.34 -0.566
C -0.584 1.825 -0.792 -1.75 -0.30 1.29 -0.714
C -0.318 3.093 0.096 0.96 -1.47 -0.73 -0.070
O 0.042 4.170 -0.770 -0.62 0.42 0.81 -0.585
H 2.414 1.259 1.882 0.69 -0.01 0.07 0.128
H 4.131 0.638 1.895 -0.38 0.41 -0.06 0.371
H 3.702 2.288 1.227 0.19 -0.51 0.01 0.350
H 2.589 1.211 -0.733 -0.08 -0.32 0.44 0.396
H 4.056 0.245 -0.479 -0.53 0.06 0.04 0.102
H 3.007 -1.588 0.368 -0.46 0.35 0.04 0.464
H 1.748 -0.729 1.265 -0.03 0.18 -0.57 0.375
H 1.541 -0.449 -1.773 -0.17 -0.11 0.47 0.274
H 1.582 -2.140 -1.245 -0.30 0.56 0.06 0.342
H -0.614 -1.064 -1.436 -0.12 -0.49 0.15 0.066
H -3.085 -0.106 0.075 0.30 0.12 0.35 0.488
H -2.616 0.830 1.571 0.03 -0.01 -0.85 0.027
H -2.142 -0.974 2.692 0.09 -0.27 -0.23 0.322
H -3.395 -1.529 1.861 0.04 0.03 -0.19 0.303
H 0.206 1.646 -1.544 -0.40 0.25 0.19 0.486
H -1.618 1.920 -1.210 1.21 -0.02 -0.26 0.302
H -1.202 3.319 0.715 0.24 0.28 -0.51 0.200
H 0.515 2.863 0.799 -0.38 0.21 -0.30 0.080
H 0.520 3.774 -1.494 0.21 -0.07 -0.30 0.384
O -2.638 -0.143 4.461 -0.14 -0.04 0.37 -0.686
S -2.597 1.013 5.328 0.32 0.45 0.29 1.109
O -2.786 0.901 6.756 -0.08 -0.36 -0.26 -0.721
C -1.092 1.917 5.005 0.08 0.16 -0.18 -0.365
C -1.465 2.877 3.883 -0.10 0.00 -0.08 0.505
C -2.844 3.435 4.251 0.07 0.11 -0.01 -0.875
C -3.718 2.251 4.677 -0.29 0.37 -0.20 -0.775
H -0.299 1.228 4.731 -0.10 -0.11 0.05 -0.011
H -0.826 2.457 5.913 -0.02 -0.08 0.02 0.452
H -0.724 3.668 3.773 0.01 -0.06 0.00 0.527
H -1.526 2.336 2.933 0.09 0.00 0.05 -0.776
H -2.742 4.137 5.083 0.01 -0.04 -0.02 0.385
H -3.296 3.978 3.419 -0.01 -0.02 0.04 0.370
H -4.431 2.530 5.450 0.01 -0.20 0.02 0.427
H -4.244 1.814 3.828 0.05 -0.10 0.05 0.367
O 1.875 0.839 4.409 -0.13 0.18 0.09 -0.568
S 2.489 1.529 5.518 0.30 0.09 0.34 1.291
O 1.854 2.651 6.169 -0.22 -0.13 -0.32 -0.788
C 2.946 0.323 6.754 0.18 -0.34 0.19 -0.835
C 4.353 -0.108 6.356 0.06 -0.01 -0.11 -0.600
C 5.089 1.180 5.972 0.07 -0.02 0.10 -0.671
C 4.160 1.984 5.057 0.49 0.07 -0.09 -0.290
H 2.227 -0.494 6.754 -0.11 0.13 -0.06 0.407
H 2.946 0.824 7.722 -0.06 0.05 -0.06 0.405
H 4.854 -0.634 7.169 -0.03 0.00 -0.02 0.365
H 4.309 -0.780 5.496 -0.03 0.00 0.05 0.301
H 5.309 1.757 6.874 -0.02 -0.02 -0.03 0.292
H 6.039 0.970 5.479 -0.04 0.03 0.00 0.363
H 4.287 3.056 5.191 -0.18 -0.01 -0.08 0.418
H 4.301 1.721 4.010 -0.15 0.00 0.01 -0.089
O -1.685 0.819 -4.251 0.06 -0.06 0.36 -0.772
S -3.015 1.008 -3.716 -0.50 0.01 -0.23 1.379
O -3.282 0.951 -2.297 0.32 -0.13 -0.05 -0.660
C -3.677 2.535 -4.367 -0.09 0.33 -0.26 -0.894
C -4.356 2.127 -5.669 -0.01 -0.04 -0.10 -0.587
C -5.103 0.827 -5.357 -0.01 0.10 -0.03 -0.757
C -4.144 -0.080 -4.579 -0.62 -0.23 -0.09 -0.333
H -2.872 3.255 -4.508 0.07 -0.08 0.15 0.429
H -4.400 2.917 -3.646 0.06 -0.05 0.04 0.341
H -5.028 2.906 -6.030 0.05 0.00 0.01 0.365
H -3.604 1.945 -6.441 0.00 0.05 0.03 0.283
H -5.978 1.050 -4.742 0.04 -0.01 -0.01 0.318
H -5.457 0.338 -6.265 0.01 -0.01 0.05 0.373
H -4.679 -0.703 -3.850 0.52 0.38 -0.35 0.200
H -3.555 -0.708 -5.247 0.09 0.06 0.09 0.404
O 7.341 -1.947 -3.449 -0.11 -0.05 0.24 -0.687
S 5.981 -1.826 -2.981 -0.12 0.11 0.18 1.125
O 5.635 -1.981 -1.587 0.32 -0.04 -0.14 -0.615
C 5.311 -0.283 -3.580 -0.17 0.30 -0.26 -0.291
C 4.719 -0.633 -4.941 0.02 -0.06 -0.08 -0.715
C 3.995 -1.969 -4.749 -0.11 0.05 -0.01 -0.428
C 4.937 -2.894 -3.971 -0.35 -0.22 -0.31 -0.667
H 6.099 0.465 -3.631 0.07 -0.10 0.13 0.466
H 4.534 0.034 -2.883 0.05 -0.05 0.04 -0.038
H 4.044 0.146 -5.295 0.03 -0.02 0.01 0.362
H 5.518 -0.748 -5.678 -0.01 0.04 0.03 0.315
H 3.080 -1.807 -4.173 0.04 0.01 -0.01 0.117
H 3.707 -2.413 -5.702 0.01 0.00 0.04 0.345
H 4.392 -3.570 -3.315 0.17 0.00 0.08 0.358
H 5.581 -3.465 -4.640 0.09 0.06 0.09 0.372
O -4.963 -3.417 -0.509 -0.16 0.21 -0.23 -0.692
S -4.399 -3.241 -1.824 0.31 0.01 0.13 1.174
O -4.800 -2.147 -2.684 -0.29 -0.48 0.55 -0.746
C -2.621 -3.256 -1.684 0.36 -0.04 0.10 0.051
C -2.246 -4.726 -1.818 -0.08 -0.10 0.00 -0.867
C -3.112 -5.277 -2.957 0.11 -0.02 -0.04 -0.643
C -4.544 -4.786 -2.721 0.02 -0.41 -0.32 -0.709
H -2.322 -2.818 -0.732 -0.10 0.11 0.03 0.063
H -2.218 -2.669 -2.512 -0.08 0.01 0.02 0.127
H -1.182 -4.850 -2.021 -0.03 0.03 0.04 0.352
H -2.476 -5.255 -0.890 0.04 0.06 0.00 0.370
H -2.743 -4.894 -3.912 -0.01 0.00 0.04 0.291
H -3.073 -6.365 -3.005 -0.03 0.04 -0.02 0.355
H -5.072 -4.609 -3.656 -0.10 0.09 0.12 0.345
H -5.110 -5.480 -2.102 -0.02 0.13 0.07 0.354
```
Positions in Å, forces in eV/Å.